(1)
{"formula": "C34H52IrN3OP2", "method": "ωB97M-V with the def2-TZVPD basis set", "elements": ["C", "C", "C", "C", "C", "H", "H", "H", "N", "P", "P", "C", "H", "H", "C", "O", "C", "H", "C", "C", "C", "C", "C", "H", "H", "H", "C", "H", "H", "H", "C", "H", "H", "H", "C", "H", "H", "H", "C", "H", "H", "H", "C", "H", "H", "H", "C", "H", "H", "H", "C", "H", "H", "H", "C", "H", "H", "H", "C", "H", "H", "H", "C", "H", "H", "H", "C", "H", "H", "H", "Ir", "N", "C", "C", "C", "C", "C", "H", "C", "H", "C", "H", "H", "H", "C", "C", "C", "N", "H", "H", "H", "H", "H"], "xyz": [[-1.792, -1.305, -1.711], [0.534, -1.478, -1.883], [-1.993, -2.425, -2.516], [0.399, -2.558, -2.757], [-0.875, -3.090, -3.004], [-3.022, -2.692, -2.749], [1.293, -2.938, -3.251], [-0.991, -3.978, -3.622], [-0.565, -1.041, -1.229], [-2.616, 0.214, 0.378], [3.080, -0.544, -0.284], [-2.843, -0.257, -1.414], [-2.653, 0.643, -2.017], [-3.847, -0.601, -1.672], [0.116, 1.331, 1.847], [0.541, 1.786, 2.841], [1.749, -0.562, -1.866], [2.420, -0.883, -2.663], [4.342, 0.707, -0.782], [3.508, -1.152, 1.448], [-3.196, 1.983, 0.491], [-3.813, -1.056, 1.109], [3.877, 2.061, -0.203], [3.802, 2.044, 0.892], [4.626, 2.824, -0.468], [2.899, 2.362, -0.606], [5.774, 0.371, -0.309], [5.898, 0.285, 0.774], [6.127, -0.550, -0.791], [6.427, 1.192, -0.637], [4.435, 0.744, -2.326], [5.387, 1.210, -2.619], [4.437, -0.279, -2.724], [3.632, 1.317, -2.807], [3.885, -0.002, 2.397], [3.029, 0.658, 2.585], [4.184, -0.443, 3.360], [4.733, 0.599, 2.050], [2.252, -1.847, 1.990], [1.463, -1.118, 2.213], [1.848, -2.573, 1.273], [2.493, -2.375, 2.923], [4.652, -2.169, 1.309], [5.594, -1.713, 0.990], [4.824, -2.629, 2.291], [4.387, -2.958, 0.593], [-4.099, -0.704, 2.572], [-4.697, -1.520, 3.007], [-3.177, -0.610, 3.154], [-4.687, 0.218, 2.665], [-3.177, -2.450, 1.012], [-2.978, -2.739, -0.027], [-2.239, -2.502, 1.569], [-3.881, -3.181, 1.438], [-5.160, -1.144, 0.359], [-5.847, -1.735, 0.983], [-5.629, -0.170, 0.192], [-5.071, -1.666, -0.601], [-2.301, 2.837, -0.433], [-2.521, 2.670, -1.493], [-2.473, 3.896, -0.193], [-1.222, 2.622, -0.262], [-3.014, 2.474, 1.935], [-1.968, 2.409, 2.253], [-3.319, 3.531, 1.976], [-3.629, 1.913, 2.645], [-4.655, 2.121, 0.076], [-4.834, 1.738, -0.936], [-5.330, 1.636, 0.790], [-4.905, 3.191, 0.075], [-0.397, 0.531, 0.288], [0.733, 1.406, -0.977], [1.254, 0.764, -1.986], [1.166, 1.479, -3.289], [0.869, 2.854, -3.275], [1.294, 0.801, -4.518], [0.786, 3.574, -4.473], [0.683, 3.321, -2.304], [1.205, 1.517, -5.714], [1.418, -0.286, -4.524], [0.986, 2.902, -5.689], [0.560, 4.643, -4.462], [1.290, 0.980, -6.662], [0.943, 3.458, -6.628], [-2.099, -2.427, 5.533], [-0.781, -1.798, 5.059], [-0.848, -1.370, 3.683], [-0.886, -1.098, 2.550], [-2.923, -1.706, 5.461], [-2.031, -2.752, 6.575], [-2.360, -3.306, 4.928], [-0.532, -0.924, 5.675], [0.043, -2.518, 5.151]], "spin_multiplicity": 6, "e_homo_ev": [-14.192, -17.299], "total_charge": 3, "s2": 8.796}

(2)
{"formula": "C3H6IN2O", "method": "ωB97M-V with the def2-TZVPD basis set", "elements": ["C", "C", "C", "N", "N", "O", "I", "H", "H", "H", "H", "H", "H"], "xyz": [[1.689, 0.790, -0.485], [-0.320, -0.293, -0.846], [0.071, -0.203, 1.476], [0.626, 0.736, -1.200], [-0.992, -0.084, 0.444], [2.823, 1.022, -0.342], [0.101, -2.133, 2.174], [-1.076, -0.249, -1.550], [0.123, -1.230, -0.767], [-0.244, 0.576, 2.261], [0.481, 1.178, -2.201], [-1.638, 0.818, 0.579], [-1.645, -0.928, 0.456]], "e_homo_ev": [-12.189, -12.192], "total_charge": 1}

(3)
{"formula": "C38H28F10HfN11O4S3", "method": "ωB97M-V with the def2-TZVPD basis set", "elements": ["Hf", "C", "N", "C", "C", "N", "C", "C", "F", "C", "F", "C", "F", "C", "F", "C", "F", "C", "C", "N", "C", "C", "F", "C", "F", "C", "F", "C", "F", "C", "F", "H", "H", "H", "H", "H", "H", "H", "H", "H", "H", "H", "N", "C", "C", "C", "C", "C", "C", "S", "O", "O", "N", "C", "N", "C", "C", "C", "N", "H", "H", "H", "H", "H", "H", "H", "H", "H", "S", "C", "C", "N", "C", "S", "C", "N", "O", "C", "N", "C", "O", "C", "C", "C", "C", "N", "C", "H", "H", "H", "H", "H", "H", "H", "H"], "xyz": [[0.143, 0.249, 0.739], [2.893, 2.482, 0.027], [1.874, 2.227, 1.056], [1.049, 3.446, 1.194], [-0.340, 3.180, 1.721], [-0.951, 2.167, 0.875], [-2.326, 2.088, 0.850], [-3.284, 2.735, 1.635], [-2.929, 3.601, 2.603], [-4.638, 2.483, 1.502], [-5.501, 3.108, 2.308], [-5.119, 1.601, 0.556], [-6.431, 1.383, 0.429], [-4.212, 0.968, -0.269], [-4.627, 0.119, -1.212], [-2.874, 1.232, -0.109], [-1.986, 0.621, -0.916], [2.592, 1.906, 2.304], [1.800, 1.104, 3.305], [1.326, -0.116, 2.664], [0.962, -1.144, 3.510], [0.711, -1.103, 4.887], [0.868, 0.039, 5.591], [0.213, -2.179, 5.599], [-0.051, -2.034, 6.905], [-0.030, -3.388, 4.991], [-0.530, -4.420, 5.683], [0.293, -3.516, 3.655], [0.159, -4.697, 3.044], [0.803, -2.438, 2.975], [1.226, -2.654, 1.713], [3.585, 3.266, 0.363], [3.449, 1.567, -0.165], [2.414, 2.802, -0.891], [1.561, 4.185, 1.823], [0.935, 3.867, 0.197], [-0.339, 2.881, 2.776], [-0.880, 4.127, 1.671], [3.464, 1.316, 2.028], [2.951, 2.832, 2.774], [2.490, 0.873, 4.119], [0.992, 1.699, 3.744], [-3.270, -5.738, -1.291], [-2.458, -4.689, -1.702], [-1.095, -4.893, -1.948], [-0.281, -3.837, -2.310], [-0.833, -2.569, -2.451], [-2.199, -2.367, -2.263], [-3.008, -3.423, -1.905], [0.151, -1.138, -2.680], [-0.758, -0.090, -3.047], [1.275, -1.404, -3.532], [0.772, -0.678, -1.169], [1.920, -1.303, -0.733], [2.316, -2.493, -1.207], [3.392, -3.020, -0.658], [4.096, -2.405, 0.372], [3.596, -1.199, 0.800], [2.538, -0.617, 0.247], [-2.796, -6.491, -0.822], [-4.110, -5.450, -0.814], [-0.673, -5.883, -1.814], [0.781, -3.971, -2.463], [-2.607, -1.372, -2.370], [-4.061, -3.257, -1.709], [3.698, -3.987, -1.047], [4.965, -2.855, 0.828], [4.065, -0.664, 1.619], [-1.596, 0.320, 3.108], [-2.884, -0.749, 2.725], [-4.055, -0.685, 3.564], [-4.976, -0.609, 4.251], [-2.829, -1.618, 1.688], [-1.450, -1.771, 0.628], [-3.909, -2.508, 1.377], [-4.735, -3.257, 1.080], [4.139, 1.159, -3.314], [3.884, 2.350, -4.051], [3.115, 2.055, -5.212], [1.745, 2.096, -5.376], [1.253, 1.839, -6.456], [0.897, 2.518, -4.218], [-0.206, 3.325, -4.448], [-1.005, 3.674, -3.374], [-0.673, 3.198, -2.113], [0.353, 2.383, -1.884], [1.102, 2.043, -2.932], [4.622, 1.383, -2.511], [4.828, 2.794, -4.372], [3.344, 3.081, -3.449], [3.583, 1.553, -5.951], [-0.423, 3.656, -5.456], [-1.880, 4.297, -3.504], [-1.263, 3.471, -1.244], [1.903, 1.335, -2.743]], "e_homo_ev": -4.703, "total_charge": -1}

(4)
{"formula": "C13H30CaCl2FN4O4", "method": "ωB97M-V with the def2-TZVPD basis set", "elements": ["Ca", "F", "C", "C", "O", "N", "C", "H", "H", "H", "H", "H", "H", "H", "C", "C", "O", "N", "C", "H", "H", "H", "H", "H", "H", "H", "C", "C", "O", "N", "C", "H", "H", "H", "H", "H", "H", "H", "C", "C", "O", "N", "C", "H", "H", "H", "H", "H", "H", "H", "C", "Cl", "Cl", "H", "H"], "xyz": [[-15.946, 29.787, -8.272], [-14.814, 27.908, -7.632], [-19.127, 28.387, -11.277], [-18.247, 27.961, -10.056], [-17.758, 28.763, -9.266], [-17.972, 26.658, -9.895], [-17.125, 25.952, -8.936], [-18.984, 27.567, -11.981], [-18.645, 29.298, -11.631], [-20.214, 28.405, -11.198], [-18.284, 26.060, -10.646], [-17.372, 24.901, -8.781], [-17.011, 26.586, -8.057], [-16.131, 26.038, -9.376], [-14.971, 30.109, -4.835], [-15.499, 31.456, -5.334], [-15.809, 31.511, -6.503], [-15.693, 32.370, -4.403], [-16.186, 33.760, -4.601], [-14.251, 29.505, -5.387], [-15.807, 29.423, -4.691], [-14.453, 30.331, -3.902], [-15.706, 32.134, -3.421], [-15.364, 34.376, -4.237], [-17.089, 33.942, -4.019], [-16.488, 34.054, -5.606], [-12.590, 32.268, -9.809], [-12.859, 31.234, -8.778], [-13.982, 30.750, -8.679], [-11.818, 30.853, -8.050], [-11.710, 29.850, -6.973], [-13.194, 33.176, -9.812], [-12.789, 31.823, -10.784], [-11.525, 32.498, -9.790], [-11.009, 31.430, -8.233], [-10.987, 29.089, -7.265], [-12.568, 29.177, -6.934], [-11.497, 30.221, -5.971], [-14.431, 27.092, -3.857], [-15.619, 26.165, -4.132], [-16.308, 25.829, -3.191], [-15.717, 25.775, -5.427], [-16.580, 24.742, -5.929], [-14.901, 27.954, -3.384], [-13.886, 27.380, -4.756], [-13.774, 26.708, -3.075], [-14.912, 26.127, -5.925], [-16.369, 24.404, -6.944], [-17.615, 25.083, -5.936], [-16.512, 23.880, -5.265], [-13.299, 25.057, -9.417], [-12.235, 24.709, -10.724], [-13.459, 23.736, -8.251], [-13.033, 25.955, -8.859], [-14.287, 25.222, -9.849]], "e_homo_ev": -11.265, "total_charge": 1}

(5)
{"formula": "C2H8S", "method": "ωB97M-V with the def2-TZVPD basis set", "elements": ["S", "H", "H", "C", "C", "H", "H", "H", "H", "H", "H"], "xyz": [[0.664, -2.270, 3.293], [1.168, -1.362, 4.119], [0.836, -3.265, 4.164], [-0.906, 1.362, -1.586], [0.205, 0.342, -1.358], [-1.444, 1.277, -2.490], [-0.427, 2.310, -1.515], [-1.703, 1.333, -0.725], [0.770, 0.515, -0.480], [-0.222, -0.689, -1.298], [1.059, 0.449, -2.122]], "e_homo_ev": -9.817, "smiles": "CC.S"}

(6)
{"formula": "C4H5O2Sn", "method": "ωB97M-V with the def2-TZVPD basis set", "elements": ["O", "C", "C", "C", "C", "O", "Sn", "H", "H", "H", "H", "H"], "xyz": [[1.711, 1.971, -1.311], [1.354, 0.949, -0.503], [0.206, 1.020, 0.217], [-0.516, -0.168, 0.695], [-0.747, -1.259, -0.065], [-1.355, -2.372, 0.316], [-2.018, -3.100, 1.678], [1.766, -0.007, -0.838], [-0.019, 1.975, 0.708], [-0.814, -0.195, 1.749], [-0.411, -1.259, -1.113], [0.843, 2.446, -1.534]], "e_homo_ev": -11.929, "total_charge": 1}

(7)
{"formula": "C10H10N2O2", "method": "ωB97M-V with the def2-TZVPD basis set", "elements": ["C", "C", "C", "C", "C", "C", "C", "C", "C", "C", "N", "N", "O", "O", "H", "H", "H", "H", "H", "H", "H", "H", "H", "H"], "xyz": [[-2.358, -1.651, -0.453], [-1.002, -1.547, -0.198], [-3.068, -0.400, -0.675], [-0.468, -0.298, 0.046], [-1.300, 0.791, 0.085], [0.638, 2.315, 0.441], [-0.892, 2.131, 0.676], [1.729, -0.929, 1.095], [1.894, -0.629, -1.014], [0.988, 0.060, 0.223], [-2.532, 0.718, -0.338], [1.391, 1.388, 0.324], [2.379, -1.567, -0.007], [2.914, 0.075, -1.516], [-2.768, -2.602, -0.534], [-0.426, -2.485, -0.065], [-4.032, -0.429, -1.069], [0.987, 3.310, 0.321], [-1.404, 2.923, 0.214], [-1.148, 2.255, 1.686], [2.471, -0.509, 1.924], [1.181, -1.767, 1.514], [1.347, -1.117, -1.896], [3.480, -0.036, -0.783]], "e_homo_ev": -9.011, "smiles": "O[C@H]1OC[C@@]12N=CCc1ncccc12"}

(8)
{"formula": "C2Cl3NO2", "method": "ωB97M-V with the def2-TZVPD basis set", "elements": ["C", "C", "N", "O", "O", "Cl", "Cl", "Cl"], "xyz": [[-1.891, 0.348, 0.131], [1.727, -0.281, -0.294], [-0.615, 0.364, -0.468], [0.475, -0.251, 0.122], [-2.878, 0.816, -0.371], [-1.896, -0.352, 1.807], [2.727, -1.148, 0.686], [2.350, 0.505, -1.613]], "e_homo_ev": -9.342}